Entry 1:
50
Properties=species:S:1:pos:R:3:forces:R:3 method="wB97M-V/def2-TZVPD" largest_force_ha_per_bohr=0.375 gap_ha=0.2867 total_energy_ev=-52205.6318 charge=0
C 0.918054 3.130439 -0.962792 -0.77 -3.39 -1.81
C -0.382040 3.096582 -1.639185 -3.61 0.42 -1.51
H -1.018319 3.923962 -1.156710 0.03 -1.86 -0.60
H -0.464617 3.268952 -2.735984 0.72 0.01 0.80
O -1.098896 1.626815 -1.660710 0.05 4.36 5.28
C -1.767347 1.430828 -0.310019 1.51 4.17 -0.29
O -1.912691 2.132344 0.741970 1.66 -2.48 -5.62
C -2.218007 0.088430 -0.477628 -1.34 -3.29 3.29
C -1.621731 -0.599776 0.772101 3.03 -1.13 2.78
N -2.010415 -2.030745 0.911196 -4.03 6.60 -4.85
C -3.343291 -2.156881 0.570114 9.26 -14.91 8.03
S -3.918709 -3.807810 0.613351 0.12 -0.96 1.52
N -4.080726 -1.583529 -0.089648 -3.02 15.15 -7.96
H -4.999990 -1.645094 -0.204054 -4.44 -1.85 -0.37
C -3.738224 -0.083122 -0.505985 2.83 -1.98 11.93
O -4.209332 0.166275 -1.558052 0.90 3.20 -11.08
H -5.067927 0.038242 -1.702803 -5.59 -0.66 -0.86
C -4.519980 0.871734 0.639614 -0.74 1.85 -10.26
F -4.342308 2.290404 0.058674 -1.22 -2.90 0.97
F -5.820688 0.627274 0.680126 -1.14 -0.17 -1.03
F -4.122852 0.892499 1.731764 3.95 0.11 9.56
H -1.608138 -2.581692 1.549599 1.37 -2.68 2.86
C -0.072767 -0.472378 0.769743 0.30 -0.86 -1.08
C 0.614718 0.404336 1.560737 4.37 -4.12 -7.57
C 2.059962 0.620202 0.961797 -1.57 -1.01 6.25
C 2.785076 -0.414715 0.320636 -7.20 -0.69 0.64
C 1.937622 -1.578226 -0.363353 -1.44 8.97 5.31
C 0.594182 -1.301465 -0.198168 -1.87 -5.15 -0.99
H -0.117417 -2.223258 -0.586507 1.55 2.59 0.52
O 2.642986 -2.238759 -1.149611 1.40 -2.14 -3.98
C 1.901372 -3.029233 -2.034456 2.37 -7.01 1.49
H 2.602296 -3.666160 -2.728818 -0.83 1.52 1.57
H 1.422672 -3.838843 -1.328824 0.64 1.10 -1.45
H 1.131107 -2.781199 -2.651815 -2.03 2.55 -1.31
O 4.026000 -0.404057 0.101330 1.74 5.84 -2.34
C 4.881179 -1.267386 0.471585 1.18 -9.72 2.30
H 5.900636 -1.159399 0.109211 0.06 0.99 0.78
H 4.690385 -1.730753 1.749348 1.02 1.75 -3.63
H 4.593024 -2.280868 -0.187235 1.00 1.69 2.05
O 2.513699 1.580865 2.011528 3.12 -2.16 -2.92
C 4.101927 1.609958 2.062865 -7.27 3.99 -10.19
H 4.436498 0.925523 2.579181 3.50 -7.58 4.26
H 4.291480 1.834867 0.923352 0.71 -0.97 2.65
H 4.112245 2.432513 2.547664 1.07 5.85 3.27
H 0.108909 1.112265 1.994158 -2.10 3.97 3.11
H -1.700350 -0.136107 1.760754 -1.57 0.56 -0.39
H -1.766138 -0.519666 -1.232788 0.02 0.37 -1.23
H 1.453141 3.951875 -1.197838 1.15 3.58 -0.31
H 1.506638 2.446366 -1.604367 0.25 -0.91 1.63
H 0.697089 3.027570 0.074958 0.92 -0.66 0.79

---

Entry 2:
42
Properties=species:S:1:pos:R:3:forces:R:3 method="wB97M-V/def2-TZVPD" largest_force_ha_per_bohr=0.174 gap_ha=0.2439 total_energy_ev=-26254.6901 charge=+1 e_above_lowest_ev=11.232
C -2.963134 1.182774 -3.758878 0.06 0.11 1.00
C -4.007928 0.663564 -2.606132 -5.67 3.94 1.40
O -5.080283 1.460289 -2.352456 6.98 -5.40 -1.60
O -3.926233 -0.594595 -1.848070 1.08 3.32 -1.06
C -2.800612 -0.608328 -0.901119 0.28 -0.69 1.36
C -2.341880 0.862826 -0.341709 0.22 -0.21 0.31
C -1.506418 0.718080 1.099846 -0.16 1.03 -0.83
C 0.121213 0.680721 0.907343 -0.15 -1.42 0.57
N 0.710318 1.534264 2.050077 1.70 2.18 2.42
C 0.331387 1.130315 3.461030 2.36 3.34 0.94
C 0.849132 1.980085 4.770167 1.33 1.28 -4.41
C 1.815092 3.298713 4.485350 -1.53 -2.56 -3.41
C 2.218419 3.677172 2.911640 -2.81 -3.58 0.59
C 1.614522 2.726183 1.696702 -0.59 -0.27 4.75
H -1.848373 1.016624 -3.404115 -2.28 0.01 -0.93
H -3.197921 0.630210 -4.770234 0.57 1.13 2.11
H -3.119973 2.363504 -3.838953 0.09 -2.87 0.08
H -3.178455 -1.222995 0.050003 0.62 1.28 -2.20
H -1.944291 -1.242321 -1.384924 -1.35 1.54 0.99
H -3.265685 1.569898 -0.073672 1.90 -1.81 -0.98
H -1.667251 1.366593 -1.178487 -1.39 -0.77 1.99
H -1.874266 -0.213555 1.710759 0.69 1.87 -1.22
H -1.746135 1.726060 1.692632 0.50 -2.37 -1.15
H 0.507322 1.033050 -0.142016 -0.80 -0.39 2.27
H 0.553646 -0.415603 1.094633 -1.04 2.52 -0.55
H -0.351878 0.187131 3.629763 1.57 2.15 -0.75
H 0.559334 1.650785 5.873005 0.65 0.76 -2.78
H 2.205939 3.943880 5.383188 -0.83 -1.39 -2.04
H 2.890102 4.601425 2.625686 -1.55 -2.17 0.72
H 1.828100 2.897130 0.558962 -0.53 -0.44 2.51
F 0.345906 -1.512918 -0.970738 -0.51 0.42 0.07
C 1.357520 -2.358323 -1.208524 1.34 -1.17 -0.39
C 1.357443 -3.114357 -2.375600 -0.10 0.11 0.04
C 2.413121 -3.990943 -2.626042 0.10 0.20 0.42
C 3.452697 -4.109808 -1.700336 -0.07 0.04 -0.01
C 3.441162 -3.350355 -0.529426 -0.20 -0.05 -0.32
C 2.391095 -2.465769 -0.284677 -0.17 0.07 -0.07
H 0.537256 -3.014870 -3.079054 0.07 0.01 0.08
H 2.426338 -4.580747 -3.539227 -0.05 0.13 0.18
H 4.273639 -4.796928 -1.893963 -0.17 0.15 0.05
H 4.249292 -3.447597 0.191528 -0.17 0.05 -0.13
H 2.370722 -1.861266 0.616038 0.02 -0.07 -0.03